<w>
{"formula": "C5H17N2O", "method": "the ωB97M-V functional and the def2-TZVPD basis", "s2": 0.754, "gap_ev": [12.699, 6.895], "total_charge": 2, "multiplicity": 2, "species": ["C", "N", "C", "C", "N", "C", "C", "H", "H", "H", "H", "H", "H", "H", "H", "H", "H", "H", "H", "H", "H", "H", "H", "H", "O"], "positions_angstrom": [[0.13480, 1.33662, -1.10280], [-1.22574, 0.73238, -1.16545], [-1.68948, 0.43739, -2.50521], [1.17373, 0.30153, -0.57093], [0.58472, -0.61552, 0.45122], [0.31786, 0.05932, 1.78953], [1.58798, 0.46624, 2.50662], [0.12530, 2.26252, -0.53403], [0.44436, 1.57362, -2.11842], [-1.90498, 1.41244, -0.80468], [-0.84951, 0.23613, -3.17729], [-2.40896, 1.14874, -2.91374], [-2.07509, -0.60260, -2.56995], [2.07187, 0.72561, -0.12985], [1.56896, -0.27630, -1.40688], [1.16369, -1.44876, 0.60273], [-0.28048, -1.13407, 0.17225], [-0.21556, -0.66997, 2.39165], [-0.26579, 0.95403, 1.57990], [1.31330, 1.14870, 3.31621], [1.97361, -0.35556, 3.11470], [2.38804, 0.92595, 1.93371], [-0.96090, -3.34915, -0.11227], [-1.95100, -2.50247, 0.59671], [-1.02073, -2.76683, 0.65627]], "mulliken_charge": [-0.63, 0.02, -0.77, -0.51, -0.15, -0.28, -1.15, 0.44, 0.41, 0.36, 0.36, 0.37, 0.33, 0.33, 0.43, 0.41, 0.33, 0.35, 0.26, 0.36, 0.36, 0.37, 0.34, 0.34, -0.68]}

<x>
{"formula": "C5H17N2O", "method": "the ωB97M-V functional and the def2-TZVPD basis", "s2": 0.755, "gap_ev": [4.796, 3.979], "total_charge": 2, "multiplicity": 2, "species": ["C", "N", "C", "C", "N", "C", "C", "H", "H", "H", "H", "H", "H", "H", "H", "H", "H", "H", "H", "H", "H", "H", "H", "H", "O"], "positions_angstrom": [[1.46201, -1.20698, 0.08030], [2.73995, -0.60672, 0.48367], [3.48297, 0.16989, -0.53021], [0.39334, -0.28452, -0.39653], [-3.01288, -1.21072, -1.07843], [-0.73929, 0.57307, 1.64489], [-0.01258, 0.93620, 0.27052], [1.75831, -1.97873, -0.64677], [1.19195, -1.74931, 1.00979], [2.61904, -0.20570, 1.42330], [3.60105, -0.43624, -1.43084], [4.46846, 0.44456, -0.16738], [2.84711, 1.03916, -0.76837], [0.30846, -0.09191, -1.47185], [-2.85166, -2.06779, -0.55791], [-3.71289, -1.39458, -1.79430], [-2.17433, -1.06178, -1.63912], [-0.24759, -0.31976, 2.05669], [-1.70036, 0.09212, 1.44942], [-0.82580, 1.36431, 2.37896], [-0.67945, 1.52416, -0.36711], [0.84645, 1.52630, 0.61715], [-3.23457, 0.90356, -0.46980], [-3.59497, 2.36612, -0.10572], [-2.93272, 1.67530, 0.00965]], "mulliken_charge": [-0.94, 0.08, -0.68, 0.28, -0.71, -1.07, -0.40, 0.41, 0.47, 0.40, 0.34, 0.35, 0.37, 0.40, 0.25, 0.27, 0.17, 0.38, 0.33, 0.39, 0.51, 0.34, 0.36, 0.32, -0.61]}

Which structure loses on stability? <x> does.

<w>
{"formula": "C4H11N2S", "method": "the ωB97M-V functional and the def2-TZVPD basis", "gap_ev": 6.186, "total_charge": -1, "smiles": "CNC[C@H](N)C[S-]", "species": ["C", "N", "C", "C", "N", "C", "S", "H", "H", "H", "H", "H", "H", "H", "H", "H", "H", "H"], "positions_angstrom": [[-1.24069, -2.03194, -0.72392], [0.19478, -1.69110, -0.39842], [0.59863, -0.25051, -0.58240], [0.44349, 0.56931, 0.67821], [-0.95632, 0.60068, 1.18657], [1.11415, 1.97525, 0.44044], [0.88756, 2.88075, -1.22826], [-1.99387, -1.34623, -0.28201], [-1.48292, -3.06255, -0.65254], [-1.06740, -2.00249, -1.81660], [0.57461, -2.00637, 0.40898], [1.70142, -0.23375, -0.98121], [-0.12093, 0.31156, -1.31021], [1.07458, 0.07320, 1.51087], [-1.02676, 1.60201, 1.31690], [-1.62942, 0.16332, 0.65631], [0.80584, 2.62994, 1.36132], [2.12325, 1.81895, 0.41599]], "mulliken_charge": [-0.71, -0.31, -0.78, 0.32, -0.54, -0.96, -0.67, 0.16, 0.38, 0.27, 0.23, 0.18, 0.35, 0.05, 0.27, 0.14, 0.31, 0.31]}

<x>
{"formula": "C4H11N2S", "method": "the ωB97M-V functional and the def2-TZVPD basis", "gap_ev": 5.533, "total_charge": -1, "smiles": "NCCNCC[S-]", "species": ["N", "C", "C", "N", "C", "C", "S", "H", "H", "H", "H", "H", "H", "H", "H", "H", "H", "H"], "positions_angstrom": [[2.56384, -0.71279, 2.69987], [2.05517, -0.47061, 1.33886], [1.37415, 0.91907, 1.09525], [0.84818, 0.98655, -0.25556], [-0.61225, 0.80287, -0.37627], [-1.08222, -0.47503, -1.12528], [-2.71740, -0.32934, -1.94017], [2.95046, -1.65343, 2.61762], [1.80706, -0.84549, 3.36562], [1.37722, -1.23576, 0.97773], [2.90584, -0.47628, 0.63788], [0.61051, 1.16754, 1.83231], [2.15115, 1.66196, 1.26156], [1.41982, 0.44488, -0.89618], [-1.05313, 0.77660, 0.61710], [-1.04085, 1.57449, -1.02750], [-0.35012, -0.75672, -1.89532], [-1.26061, -1.29011, -0.43268]], "mulliken_charge": [-0.66, -0.46, -0.64, -0.28, -0.41, -0.68, -0.67, 0.26, 0.24, 0.32, 0.29, 0.37, 0.26, 0.24, 0.16, 0.32, 0.18, 0.15]}

<y>
{"formula": "C4H11N2S", "method": "the ωB97M-V functional and the def2-TZVPD basis", "gap_ev": 5.740, "total_charge": -1, "smiles": "C[C@@H](C[S-])NCN", "species": ["C", "C", "C", "S", "N", "C", "N", "H", "H", "H", "H", "H", "H", "H", "H", "H", "H", "H"], "positions_angstrom": [[-0.15756, -0.10453, -1.84827], [0.15781, -0.48924, -0.52198], [1.42367, -1.54754, -0.71439], [1.29997, -2.77183, -1.99267], [0.46625, 0.56649, 0.42998], [-0.67449, 1.36810, 1.11361], [-1.36383, 0.77670, 2.37607], [-0.82125, 0.72173, -1.61845], [-0.54835, -0.93820, -2.50610], [0.74051, 0.15796, -2.45692], [-0.61703, -1.07283, 0.04050], [2.24638, -0.81999, -0.95445], [1.55222, -2.03223, 0.26088], [1.25301, 0.17877, 1.17908], [-0.66302, 2.47903, 1.33440], [-1.60775, 1.34052, 0.39563], [-2.12708, 1.42224, 2.46385], [-0.55948, 0.76486, 3.01923]], "mulliken_charge": [-1.12, 0.27, -1.00, -0.61, -0.36, -0.41, -0.61, 0.39, 0.25, 0.26, 0.20, 0.28, 0.26, 0.27, 0.27, 0.20, 0.25, 0.22]}

Which structure loses on stability? <y> does.

<w>
{"formula": "C4H11N2S", "method": "the ωB97M-V functional and the def2-TZVPD basis", "gap_ev": 6.528, "total_charge": -1, "smiles": "NCCNCC[S-]", "species": ["N", "C", "C", "N", "C", "C", "S", "H", "H", "H", "H", "H", "H", "H", "H", "H", "H", "H"], "positions_angstrom": [[0.52252, -0.66254, 2.26014], [1.34096, -0.73882, 1.04660], [1.14665, 0.38713, 0.04081], [0.61875, -0.12799, -1.23654], [-0.80824, -0.46318, -1.20074], [-1.80597, 0.69225, -1.03718], [-2.23299, 1.14929, 0.68834], [0.97903, -0.06314, 2.93122], [-0.37203, -0.24288, 2.00481], [2.38170, -0.84156, 1.32848], [1.16225, -1.66766, 0.50681], [2.05339, 0.95198, -0.21141], [0.50438, 1.18781, 0.42572], [0.70475, 0.57786, -1.96629], [-1.03435, -1.14446, -0.37765], [-1.01756, -1.02134, -2.11302], [-2.72883, 0.44790, -1.56506], [-1.41441, 1.57935, -1.52505]], "mulliken_charge": [-0.63, -0.83, -0.36, -0.50, -0.61, -0.75, -0.65, 0.23, 0.25, 0.31, 0.41, 0.36, 0.32, 0.26, 0.27, 0.41, 0.29, 0.21]}

<x>
{"formula": "C4H11N2S", "method": "the ωB97M-V functional and the def2-TZVPD basis", "gap_ev": 6.413, "total_charge": -1, "smiles": "NCNCCC[S-]", "species": ["N", "C", "N", "C", "C", "C", "S", "H", "H", "H", "H", "H", "H", "H", "H", "H", "H", "H"], "positions_angstrom": [[0.62874, -1.84414, -0.48338], [1.59405, -0.85393, -0.89889], [2.12626, -0.05893, 0.16702], [1.44016, 1.22196, 0.50083], [-0.03919, 1.14202, 0.99657], [-1.13027, 1.04280, -0.08065], [-2.47190, -0.18099, 0.06984], [-0.21403, -1.46828, -0.03168], [0.16305, -2.36295, -1.20796], [1.22893, -0.17351, -1.69538], [2.33957, -1.47827, -1.42549], [2.21964, -0.63743, 0.99570], [1.54742, 1.92424, -0.32608], [2.08710, 1.53131, 1.32984], [-0.02906, 0.28986, 1.68108], [-0.27673, 2.02516, 1.59385], [-0.69143, 0.99560, -1.08246], [-1.69735, 1.97424, -0.06214]], "mulliken_charge": [-0.65, -0.36, -0.39, -0.78, -0.40, -0.82, -0.67, 0.14, 0.25, 0.27, 0.29, 0.30, 0.35, 0.36, 0.25, 0.40, 0.20, 0.24]}

Which structure loses on stability? <x> does.

<w>
{"formula": "C3H5N5", "method": "the ωB97M-V functional and the def2-TZVPD basis", "gap_ev": 10.943, "smiles": "C1CN1c1nn[nH]n1", "species": ["C", "C", "N", "C", "N", "N", "N", "N", "H", "H", "H", "H", "H"], "positions_angstrom": [[-1.21877, -1.28007, 0.12861], [-1.84444, -0.15813, -0.42646], [-0.88639, 0.14831, 0.59574], [0.37882, 0.58586, 0.19320], [1.04110, 0.24648, -0.96737], [2.29497, 0.51112, -0.89905], [2.32732, 0.96037, 0.38780], [1.21824, 1.02198, 1.02299], [-0.36805, -1.89263, -0.31480], [-1.77363, -1.84485, 0.94108], [-2.91026, -0.06872, -0.00201], [-1.47067, 0.39744, -1.38489], [3.21175, 1.37285, 0.72513]], "mulliken_charge": [-0.34, -0.22, -0.40, 0.67, -0.09, -0.57, 0.37, -0.61, 0.26, 0.20, 0.19, 0.28, 0.26]}

<x>
{"formula": "C3H5N5", "method": "the ωB97M-V functional and the def2-TZVPD basis", "gap_ev": 8.646, "smiles": "[H]/N=C1\\C=NC(NN)=N1", "species": ["H", "N", "C", "C", "N", "C", "N", "N", "N", "H", "H", "H", "H"], "positions_angstrom": [[-1.59376, 1.18009, 2.74414], [-1.43465, 1.47405, 1.77897], [-0.71151, 0.62342, 1.20102], [0.02884, -0.60145, 1.74565], [0.72911, -1.15410, 0.83440], [0.41384, -0.36355, -0.28508], [0.89440, -0.67500, -1.51184], [0.47988, 0.10484, -2.60323], [-0.37241, 0.69543, -0.12565], [-0.01616, -0.91990, 2.76323], [1.29240, -1.56634, -1.77698], [0.81527, 1.05650, -2.35537], [-0.52526, 0.14601, -2.40926]], "mulliken_charge": [0.24, -0.60, 0.42, -0.01, -0.62, 0.55, -0.04, -0.68, -0.57, 0.41, 0.26, 0.32, 0.33]}

<y>
{"formula": "C3H5N5", "method": "the ωB97M-V functional and the def2-TZVPD basis", "gap_ev": 9.619, "smiles": "[H]/N=c1/nn[nH]c(C)n1", "species": ["H", "N", "C", "N", "N", "N", "C", "C", "N", "H", "H", "H", "H"], "positions_angstrom": [[0.42637, 0.01880, -3.18886], [1.24792, -0.27794, -2.67896], [1.05768, -0.34435, -1.38155], [2.04137, -0.77239, -0.51199], [1.69870, -1.00495, 0.58737], [0.38979, -0.69447, 0.96448], [-0.42730, 0.06982, 0.25654], [-1.46849, 0.66555, 1.07902], [-0.11354, 0.31560, -0.96506], [0.44839, -0.54832, 2.03675], [-1.21783, 1.64359, 1.65500], [-1.87328, -0.12351, 1.73068], [-2.20981, 1.05257, 0.41660]], "mulliken_charge": [0.28, -0.66, 0.53, -0.16, -0.42, 0.07, 0.80, -1.17, -0.52, 0.32, 0.25, 0.34, 0.36]}

<z>
{"formula": "C3H5N5", "method": "the ωB97M-V functional and the def2-TZVPD basis", "gap_ev": 8.425, "smiles": "[H]/N=C1C=N/C(=N/[H])N/1N", "species": ["H", "N", "C", "C", "N", "C", "N", "H", "N", "N", "H", "H", "H"], "positions_angstrom": [[-2.51101, 0.52512, 0.09004], [-2.33024, -0.40417, 0.20254], [-1.01632, -0.58437, -0.04057], [-0.36927, -1.83249, -0.03578], [0.94278, -1.69880, 0.04259], [1.22517, -0.32331, 0.12323], [2.50125, -0.10075, 0.10487], [2.66470, 0.80411, -0.17462], [-0.08201, 0.34514, -0.15885], [-0.35036, 1.56324, 0.02297], [-1.04354, -2.61609, -0.25210], [-0.11036, 2.26374, -0.67383], [0.47921, 2.05863, 0.74952]], "mulliken_charge": [0.27, -0.67, 0.47, 0.00, -0.61, 0.31, -0.51, 0.24, 0.54, -1.00, 0.41, 0.26, 0.30]}

Which structure loses on stability? <z> does.

<w>
{"formula": "C4H11S", "method": "the ωB97M-V functional and the def2-TZVPD basis", "gap_ev": 5.695, "total_charge": -1, "species": ["C", "S", "H", "H", "H", "C", "C", "C", "H", "H", "H", "H", "H", "H", "H", "H"], "positions_angstrom": [[1.17697, -2.56683, -3.38253], [1.16043, -1.74483, -1.72524], [0.66653, -1.93769, -4.11426], [0.53975, -3.44096, -3.29818], [2.19201, -2.79900, -3.68019], [-0.60124, 1.61683, 2.65025], [-0.52995, 0.51063, 1.58337], [-0.48578, 1.12370, 0.19521], [-1.33045, 2.40411, 2.50509], [-0.66328, 1.25796, 3.68209], [0.37408, 2.09998, 2.56677], [0.37704, -0.04364, 1.82136], [-1.36577, -0.19036, 1.57929], [-0.58863, 0.32083, -0.53110], [0.44461, 1.62064, 0.00761], [-1.36633, 1.76863, 0.14045]], "mulliken_charge": [-0.75, -0.72, 0.18, 0.17, 0.18, -1.13, -0.18, -1.08, 0.34, 0.31, 0.29, 0.22, 0.29, 0.21, 0.31, 0.35]}

<x>
{"formula": "C4H11S", "method": "the ωB97M-V functional and the def2-TZVPD basis", "gap_ev": 6.286, "total_charge": -1, "species": ["C", "C", "H", "H", "H", "H", "H", "H", "C", "C", "S", "H", "H", "H", "H", "H"], "positions_angstrom": [[-0.29322, -1.10088, -2.17688], [0.45926, 0.05963, -2.80472], [-0.74186, -1.69340, -2.99224], [-1.18347, -0.86376, -1.58956], [0.31390, -1.77333, -1.57540], [-0.36394, 0.69491, -3.19270], [0.80956, 0.79524, -2.06790], [1.27863, -0.29255, -3.42922], [-0.87382, 1.65861, 1.69507], [0.46177, 0.95155, 1.50137], [0.18089, -0.85344, 1.13317], [-0.78689, 2.74818, 1.89129], [-1.41454, 1.28131, 2.56904], [-1.41979, 1.44794, 0.76709], [1.06927, 0.98291, 2.40625], [0.96841, 1.43566, 0.65993]], "mulliken_charge": [-0.90, -0.62, 0.34, 0.27, 0.23, 0.22, 0.14, 0.28, -0.97, -0.46, -0.72, 0.31, 0.25, 0.21, 0.26, 0.17]}

Which structure loses on stability? <x> does.

<w>
{"formula": "C3H3BrO2", "method": "the ωB97M-V functional and the def2-TZVPD basis", "gap_ev": 11.092, "smiles": "O=C(Br)[C@@H]1CO1", "species": ["O", "C", "Br", "C", "C", "O", "H", "H", "H"], "positions_angstrom": [[-1.20548, -1.39129, 1.00138], [-1.16717, -0.35682, 0.43873], [-2.81745, 0.43740, -0.26704], [-0.00301, 0.49908, 0.11450], [1.21625, -0.16469, -0.39812], [1.13550, 0.32031, 0.89717], [-0.22779, 1.51419, -0.19920], [1.21874, -1.24408, -0.50384], [1.85041, 0.38591, -1.08358]], "mulliken_charge": [-0.41, 0.41, -0.21, 0.05, -0.34, -0.38, 0.41, 0.23, 0.25]}

<x>
{"formula": "C3H3BrO2", "method": "the ωB97M-V functional and the def2-TZVPD basis", "gap_ev": 8.441, "smiles": "C=COC(=O)Br", "species": ["C", "C", "O", "C", "O", "Br", "H", "H", "H"], "positions_angstrom": [[1.77776, 0.61788, -0.17077], [0.68184, -0.08439, 0.06152], [-0.49791, 0.43754, -0.16915], [-1.88333, -0.53121, 0.15200], [-1.64234, -1.66314, 0.26352], [-3.30928, 0.53459, -0.16649], [2.66151, 0.21574, 0.18789], [1.63489, 1.43574, -0.72937], [0.57686, -0.96276, 0.57085]], "mulliken_charge": [-0.89, 0.07, -0.43, 0.54, -0.34, 0.05, 0.27, 0.32, 0.39]}

Which structure loses on stability? <x> does.